DFT (the ωB97M-V functional and the def2-TZVPD basis) results for a molecular structure, C3H6S2 at a distorted geometry.

DFT total energy in Eh: -914.21102
Highest occupied orbital energy in Ha: -0.3198
Orbital gap in eV: 9.047
E_LUMO in eV: 0.345
Relative energy (zero: lowest compared OMol25 entry of this formula, charge and spin) in kcal per mole: 40.6

The geometry in ORCA input format:
```
! RIJCOSX wB97M-V def2-TZVPD def2/J DEFGRID3
* xyz 0 1
H 2.80 0.32 1.69
C -1.15 -1.28 0.48
S 1.82 -0.86 -0.40
C -0.45 -0.37 -0.14
C -0.64 0.93 -0.76
H -0.44 0.87 -1.83
H 0.05 1.66 -0.33
S 2.63 0.77 0.43
H -2.22 -1.13 0.62
H -0.74 -2.19 0.86
H -1.66 1.28 -0.61
*
```

DFT (the ωB97M-V functional and the def2-TZVPD basis) results for 2 unconnected molecules or ions with the total composition C9H14O at a distorted geometry.

SMILES string: Cc1ccc(O)cc1.CC
DFT total energy in Eh: -426.50613
Highest occupied orbital energy in Ha: -0.3028
Orbital gap in eV: 9.131
E_LUMO in eV: 0.893
Relative energy (zero: lowest compared OMol25 entry of this formula, charge and spin) in kcal per mole: 41.8

The geometry in ORCA input format:
```
! RIJCOSX wB97M-V def2-TZVPD def2/J DEFGRID3
* xyz 0 1
C -0.68 1.15 -0.27
C 0.67 1.09 -0.72
H 0.10 1.27 -2.77
H 0.06 -2.92 -2.66
C 1.68 0.74 0.20
H -0.60 -1.19 -2.72
H 0.38 -0.43 3.61
H -1.74 -2.67 -3.14
C -1.02 0.80 1.00
O -0.31 -0.32 3.06
H -2.00 0.95 1.36
H 1.34 2.50 -2.22
C -0.92 -2.25 -2.47
C 0.07 0.26 1.84
H 1.84 0.99 -2.47
C 1.36 0.42 1.49
H -1.84 -1.25 -0.79
C 0.92 1.48 -2.16
C -1.38 -2.27 -1.01
H 2.07 0.08 2.24
H -1.43 1.27 -1.03
H -2.01 -3.03 -0.79
H 2.62 1.03 -0.08
H -0.49 -2.55 -0.39
*
```

DFT (the ωB97M-V functional and the def2-TZVPD basis) results for 8 unconnected molecules or ions with the total composition C41H51F9N11OS at a distorted geometry.

DFT total energy in Eh: -3566.92721
Highest occupied orbital energy in Ha: -0.3273
Orbital gap in eV: 4.095
E_LUMO in eV: -4.811

The geometry in ORCA input format:
```
! RIJCOSX wB97M-V def2-TZVPD def2/J DEFGRID3
* xyz 1 1
N 4.35 -0.63 -3.12
H 3.81 -6.05 -7.45
H 2.50 -1.21 -2.42
N 2.91 -3.19 -0.92
H -5.59 2.51 5.25
C 3.94 -2.44 -1.59
C -3.47 0.29 4.52
O -0.18 -3.46 -2.88
C 10.04 -5.28 -3.45
C 0.59 -3.05 -2.05
F 7.71 1.39 -1.95
C 5.57 -3.91 -5.68
F 6.25 3.63 -0.91
C -10.71 7.19 7.81
F 6.88 -0.02 1.33
F 4.11 2.87 -0.64
H -0.55 -0.66 2.06
H -5.41 -2.13 1.60
H -9.96 6.12 6.14
N 8.47 -4.64 -2.02
C 4.19 -5.29 -6.79
H 0.15 -2.81 0.73
H 6.40 -3.35 -5.26
H 9.42 -3.15 -3.24
C 9.36 -4.20 -2.98
H -4.39 4.97 -3.39
C -7.68 2.61 4.88
N 5.29 -2.78 -1.44
N -6.42 3.08 5.17
H -5.57 4.99 5.56
H 5.23 -0.43 -2.64
H -2.95 1.19 -1.85
H 2.47 -3.75 -2.91
H -8.12 5.86 5.22
F 5.64 2.49 0.96
C -5.55 -3.31 -0.28
H -2.54 -2.53 -1.44
C -6.46 4.43 5.33
C 7.47 0.04 0.10
H 2.36 -4.44 -5.81
H 5.82 -2.66 -2.30
C -3.48 -2.70 -0.95
C 9.56 -6.42 -2.75
C 7.18 -1.24 -0.79
H -2.38 3.84 -1.96
C -7.76 4.84 5.15
H 7.99 -6.53 -1.17
H -3.35 2.96 2.67
N 3.50 -1.44 -2.36
C -0.56 0.72 0.25
H -3.12 -1.51 0.75
C 0.01 -0.50 -1.95
H -2.64 0.94 6.44
C -0.39 -0.57 0.96
H 6.38 -2.93 0.37
H 5.23 -1.56 0.40
C -4.58 -3.44 -1.31
F 8.12 2.31 -0.04
C -3.49 1.99 -2.33
N -3.75 -2.12 0.26
F 5.44 2.02 -2.26
H 4.00 -2.97 -4.61
H 7.10 -0.98 -1.88
C -11.23 8.45 7.90
H 0.18 -0.40 -3.04
C -3.23 3.34 -2.40
H -11.59 8.92 8.80
C -10.69 8.07 5.75
H -6.06 2.95 -4.07
C -5.01 -2.49 0.67
H 8.08 -1.92 -0.73
H 10.81 -5.27 -4.21
F 8.85 -0.04 0.36
H 4.62 -1.17 -3.96
H -5.08 0.85 -3.12
H -11.57 9.99 6.31
C 1.96 -3.79 -1.90
C -4.28 3.93 -3.15
H 9.89 -7.44 -2.88
F 4.82 0.72 -0.42
H -0.85 1.63 0.82
C -3.27 2.26 3.49
H -7.85 1.56 4.71
C 7.29 1.41 -0.66
H -10.54 6.43 8.56
H -10.51 8.09 4.69
C -2.79 2.42 4.77
H 1.75 -4.87 -1.72
H -4.68 -4.02 -2.21
C -0.01 -1.82 0.23
H -0.48 1.71 -1.73
C -2.92 1.17 5.42
C 3.43 -4.49 -5.97
N -3.67 0.97 3.34
H -3.73 -0.75 4.61
S 5.58 2.17 -0.62
H 2.44 -2.61 -0.21
H -2.40 3.33 5.18
C 5.94 -2.11 -0.26
C -11.22 9.01 6.60
N -4.65 1.75 -3.01
C 8.60 -5.99 -1.88
C -8.53 3.68 4.86
N -10.37 6.97 6.50
C -0.35 0.73 -1.23
N 4.28 -3.65 -5.29
C 0.18 -1.79 -1.26
C -5.14 2.93 -3.51
H -9.59 3.64 4.67
H 7.84 -4.05 -1.51
H -6.52 -3.76 -0.25
H 6.40 -5.34 -7.09
C 5.54 -4.92 -6.60
H -4.06 0.58 2.50
*
```

DFT (the ωB97M-V functional and the def2-TZVPD basis) results for a molecular structure, C10H14MnN2P at a distorted geometry.

DFT total energy in Eh: -1991.20908
Expectation value of S²: 6.09
Highest occupied orbital energy (alpha / beta) in Ha: -0.2142 / -0.1911
Orbital gap (alpha / beta) in eV: 6.443 / 5.832
E_LUMO (alpha / beta) in eV: 0.613 / 0.632
Relative energy (zero: lowest compared OMol25 entry of this formula, charge and spin) in kcal per mole: 0.0

The geometry in ORCA input format:
```
! RIJCOSX wB97M-V def2-TZVPD def2/J DEFGRID3
* xyz 0 5
N 1.23 -0.94 2.08
H -0.77 2.14 -1.78
H -1.66 3.35 2.17
H 1.85 -1.13 -3.14
H -2.30 0.25 -3.04
H 1.80 1.19 -1.72
C -1.23 0.16 -2.82
C -0.95 1.69 1.05
Mn -0.35 -0.51 -0.97
C 0.41 0.13 2.13
H 1.34 -1.54 1.26
C -1.09 2.43 2.21
H 1.48 -3.04 -0.02
C 0.94 0.66 -2.11
P 0.18 -2.79 -0.61
N -0.21 0.55 0.99
H -0.61 2.54 4.34
C 0.96 -0.55 -2.91
H -0.59 -1.62 -4.06
H 1.63 -1.28 2.95
C -0.32 -0.82 -3.37
H 0.74 0.37 4.22
C 0.24 0.81 3.36
H -1.41 1.98 0.11
C -0.50 1.98 3.41
H -0.67 -3.62 0.19
C -0.43 1.16 -2.13
H 0.31 -3.57 -1.81
*
```

DFT (the ωB97M-V functional and the def2-TZVPD basis) results for a molecular structure, C4H4O5Tl at a distorted geometry.

DFT total energy in Eh: -703.43745
Highest occupied orbital energy in Ha: -0.0946
Orbital gap in eV: 5.361
E_LUMO in eV: 2.787
Relative energy (zero: lowest compared OMol25 entry of this formula, charge and spin) in kcal per mole: 86.8

The geometry in ORCA input format:
```
! RIJCOSX wB97M-V def2-TZVPD def2/J DEFGRID3
* xyz -1 1
C -2.90 0.53 -2.20
O 2.03 -0.08 3.99
C 1.15 -0.69 3.55
H -2.18 -0.22 -2.57
O 0.26 -1.31 3.15
O -0.46 2.75 0.38
H -2.63 1.51 -2.64
C -1.37 1.90 0.46
Tl -2.05 -1.00 0.96
H -4.05 0.78 -0.47
C -2.99 0.54 -0.68
H -3.88 0.23 -2.61
O -2.59 2.20 0.09
O -1.12 0.65 0.11
*
```

DFT (the ωB97M-V functional and the def2-TZVPD basis) results for a molecular structure, C5H5N at a distorted geometry.

DFT total energy in Eh: -247.88641
Highest occupied orbital energy (alpha / beta) in Ha: -0.3281 / -0.3139
Orbital gap (alpha / beta) in eV: 8.031 / 7.698
E_LUMO (alpha / beta) in eV: -0.896 / -0.844
Relative energy (zero: lowest compared OMol25 entry of this formula, charge and spin) in kcal per mole: 243.9

The geometry in ORCA input format:
```
! RIJCOSX wB97M-V def2-TZVPD def2/J DEFGRID3
* xyz 0 1
C 0.95 0.40 -0.61
H -0.52 2.17 0.21
H -0.27 -0.54 -2.14
H -1.66 -0.93 0.29
N 1.75 0.00 0.47
C -0.78 -0.37 0.01
C 0.07 -0.71 -1.22
H 0.52 -1.73 -1.22
C -0.24 1.07 0.21
C 0.45 0.07 0.96
H -0.25 0.57 3.05
*
```

no.,M (g mol⁻¹)
1,106.21
2,138.21
3,916.98
4,248.15
5,336.45
6,79.10